No. 1
Entry from OMol25: a 2-piece molecular cluster, C3H4S overall in a non-equilibrium geometry (wB97M-V/def2-TZVPD).

Each line ends with the natural charge from an NBO analysis.
Atoms and positions in Å:
C: 0.97369 -1.26020 1.04550  -0.324
C: 0.28908 -0.30324 0.55421  -0.099
C: -0.80915 0.72588 -1.16744  -0.425
S: 0.85013 0.30583 2.13992  -0.023
H: 1.70010 -1.95338 1.16563  0.240
H: -1.47462 -0.15113 -1.46024  0.223
H: -0.18088 1.26278 -1.81333  0.201
H: -1.34834 1.37346 -0.46425  0.206

Calculated values
energy relative to the best compared isomer or geometry (same formula, charge and spin) = 436.9 kJ/mol
largest force on an atom = 5.2 eV Å⁻¹
lowest unoccupied orbital energy = -0.518 eV
E_HOMO = -7.548 eV
gap between HOMO and LUMO = 7.0 eV

No. 2
Entry from OMol25: C22H24N7O5RuS as an isolated structure (wB97M-V/def2-TZVPD).

Each line ends with the natural charge from an NBO analysis.
Atoms and positions in Å:
Ru: 1.24757 0.45333 -0.29038  1.011
O: 3.49069 0.49066 0.97595  -0.700
C: 3.89130 1.81507 1.28615  -0.072
C: 2.73730 2.54649 1.92840  -0.245
N: 1.55055 2.49819 1.06861  -0.454
C: 1.44468 3.63200 0.15897  -0.350
C: 0.55940 3.28315 -1.04519  0.769
O: 0.31997 4.15731 -1.85856  -0.645
O: 0.13631 2.06578 -1.10044  -0.732
C: 0.33248 2.38212 1.88589  -0.356
C: 0.06575 0.94830 2.34771  0.780
O: -0.61448 0.74478 3.33044  -0.629
O: 0.60287 0.02050 1.61101  -0.740
H: 3.09104 0.08405 1.75933  0.497
H: 4.18042 2.27058 0.33673  0.186
H: 4.76316 1.82388 1.94644  0.184
H: 3.01458 3.58234 2.16068  0.201
H: 2.49438 2.06402 2.87874  0.210
H: 2.43323 3.93358 -0.19081  0.219
H: 0.99684 4.50224 0.65274  0.213
H: -0.51590 2.68588 1.27358  0.232
H: 0.36061 3.05220 2.75039  0.214
S: 2.48150 -1.46828 -0.93874  -0.025
C: 3.22644 -0.28028 -1.96232  0.077
C: 4.31947 -0.42747 -2.81572  -0.265
C: 4.72364 0.66840 -3.54677  -0.140
C: 4.04346 1.88138 -3.42001  -0.285
C: 2.97157 1.95652 -2.55812  0.065
N: 2.57780 0.89965 -1.83904  -0.461
H: 4.81725 -1.38384 -2.88666  0.233
H: 5.56542 0.58880 -4.22273  0.222
H: 4.33179 2.75128 -3.99128  0.230
H: 2.39539 2.86680 -2.45927  0.230
C: -2.20818 0.54530 0.38866  -0.679
C: -1.67202 -0.36750 -0.64899  0.453
N: -0.41710 -0.53483 -1.03355  -0.396
C: -0.42756 -1.45157 -2.06877  -0.056
C: -1.69343 -1.86499 -2.28433  -0.097
N: -2.47611 -1.17496 -1.38210  -0.349
C: -3.90332 -1.35689 -1.22023  -0.031
N: -4.24116 -1.83944 0.08864  -0.229
N: -5.11653 -1.13391 0.84956  -0.016
N: -5.24843 -1.69983 1.98189  -0.195
C: -4.43323 -2.81329 2.01213  0.020
C: -4.20977 -3.74613 3.02824  -0.161
C: -3.31142 -4.75223 2.76524  -0.228
C: -2.64340 -4.83734 1.52496  -0.180
C: -2.85310 -3.92789 0.51439  -0.262
C: -3.77216 -2.91103 0.78983  0.155
H: -1.65572 1.47848 0.33624  0.253
H: -2.11870 0.11616 1.38794  0.271
H: -3.25756 0.76526 0.20336  0.232
H: 0.47491 -1.74678 -2.56769  0.245
H: -2.10900 -2.55872 -2.99303  0.227
H: -4.21551 -2.06122 -1.99160  0.215
H: -4.44809 -0.42323 -1.34957  0.242
H: -4.72102 -3.66326 3.97694  0.231
H: -3.10008 -5.49462 3.52263  0.220
H: -1.93608 -5.64117 1.36905  0.219
H: -2.32269 -3.99382 -0.42561  0.225

Calculated values
<S²> = 0.755
spin multiplicity = 2
energy relative to the best compared isomer or geometry (same formula, charge and spin) = 57.5 kJ/mol
largest force on an atom = 0.9 eV Å⁻¹
lowest unoccupied orbital energy (alpha / beta) = 0.156 / -0.255 eV
E_HOMO (alpha / beta) = -7.930 / -8.245 eV
gap between HOMO and LUMO (alpha / beta) = 8.1 / 8.0 eV

No. 3
Entry from OMol25: an isolated ion of composition C7H13ClN2O and charge +2 in a non-equilibrium geometry (wB97M-V/def2-TZVPD).

Each line ends with the natural charge from an NBO analysis.
Atoms and positions in Å:
C: 2.13697 0.89241 0.54260  -0.219
C: 2.23199 -0.04740 -0.34204  -0.204
C: 0.03248 1.77892 -0.65348  0.407
C: 1.11895 1.97445 0.34885  -0.528
C: -0.54777 0.48178 -1.04946  0.043
C: -0.37864 -0.74149 1.01445  -0.489
C: -0.81466 -3.01112 -0.59136  -0.303
N: -0.31995 2.86558 -1.25255  -0.538
N: -0.73608 -0.63112 -0.37051  0.145
O: -0.97389 -1.76284 -1.13622  -0.239
Cl: 3.41963 -1.32148 -0.12495  0.083
H: 2.62280 1.17087 1.42197  0.264
H: 0.65581 1.94476 1.45491  0.311
H: 1.68524 2.87860 0.24183  0.285
H: -0.94345 0.36464 -2.12581  0.311
H: 1.70827 -0.05675 -1.28340  0.201
H: -1.11123 -1.39040 1.65458  0.312
H: 0.62177 -1.25370 1.24107  0.313
H: -0.44465 0.26998 1.26330  0.222
H: -0.92364 -3.03691 0.45817  0.207
H: 0.10445 -3.49254 -0.78395  0.234
H: -1.64314 -3.66717 -1.02749  0.269
H: 0.27929 3.65830 -1.07670  0.464
H: -1.16672 2.86506 -1.76881  0.451

Calculated values
energy relative to the best compared isomer or geometry (same formula, charge and spin) = 180.6 kJ/mol
largest force on an atom = 4.1 eV Å⁻¹
lowest unoccupied orbital energy = -11.011 eV
E_HOMO = -16.978 eV
charge = +2
gap between HOMO and LUMO = 6.0 eV